DFT (wB97M-V/def2-TZVPD) results for a structure of composition C16H36F3Li3N2O3 at a distorted geometry.

Each line ends with the Löwdin charge.
CARTESIAN COORDINATES (ANGSTROEM)
Li (6.14, 8.29, 22.33)  0.686
Li (8.62, 7.30, 22.20)  0.856
Li (7.18, 8.31, 19.95)  0.686
O (6.78, 6.83, 21.23)  -0.576
H (6.85, 6.18, 20.52)  -0.073
C (5.00, 10.39, 24.46)  -0.081
C (4.50, 8.99, 24.81)  -0.252
N (4.37, 8.14, 23.61)  -0.264
C (4.31, 6.69, 23.96)  -0.234
C (2.93, 6.20, 24.36)  -0.064
C (3.39, 8.73, 22.64)  -0.213
C (3.15, 7.75, 21.52)  -0.072
H (5.93, 10.35, 23.87)  0.054
H (5.33, 10.97, 25.33)  0.091
H (4.33, 10.96, 23.82)  0.074
H (5.17, 8.53, 25.54)  0.120
H (3.59, 9.14, 25.40)  0.130
H (4.56, 6.22, 23.01)  0.071
H (5.12, 6.37, 24.61)  0.120
H (2.25, 6.94, 24.79)  0.086
H (2.32, 5.70, 23.60)  0.071
H (3.05, 5.38, 25.08)  0.084
H (3.82, 9.67, 22.26)  0.101
H (2.54, 9.06, 23.24)  0.135
H (2.63, 8.20, 20.67)  0.095
H (2.47, 6.93, 21.77)  0.082
H (4.05, 7.28, 21.13)  0.038
C (8.14, 6.58, 16.10)  -0.037
C (7.96, 7.05, 17.55)  -0.267
N (7.04, 8.16, 17.77)  -0.255
C (7.46, 9.42, 17.14)  -0.261
C (8.80, 9.96, 17.64)  -0.058
C (5.67, 7.84, 17.36)  -0.230
C (5.01, 6.66, 18.13)  -0.051
H (7.24, 6.03, 15.83)  0.082
H (9.02, 5.93, 16.04)  0.092
H (8.34, 7.38, 15.39)  0.082
H (7.66, 6.21, 18.19)  0.071
H (8.92, 7.30, 18.02)  0.108
H (6.66, 10.15, 17.24)  0.121
H (7.51, 9.33, 16.05)  0.125
H (8.80, 9.92, 18.74)  0.056
H (9.12, 10.89, 17.19)  0.094
H (9.57, 9.28, 17.26)  0.078
H (5.01, 8.69, 17.51)  0.120
H (5.57, 7.57, 16.31)  0.128
H (4.88, 6.95, 19.18)  0.037
H (4.03, 6.38, 17.77)  0.100
H (5.63, 5.76, 18.06)  0.050
C (4.75, 3.00, 22.42)  -0.044
C (4.86, 1.93, 21.33)  -0.153
O (6.06, 2.15, 20.56)  0.029
C (5.96, 2.87, 19.46)  -0.410
O (4.96, 3.30, 18.98)  0.183
C (7.36, 3.19, 18.91)  -0.534
F (7.97, 4.03, 19.77)  0.137
F (8.11, 2.12, 18.72)  0.212
F (7.29, 3.83, 17.73)  0.156
H (5.16, 3.95, 22.04)  0.060
H (5.37, 2.74, 23.28)  0.083
H (3.71, 3.13, 22.71)  0.085
H (4.00, 1.87, 20.67)  0.128
H (5.09, 0.99, 21.84)  0.133

Properties
Max |F|, eV/Å: 3.354
DFT total energy, eV: -35053.8865
Net charge: +2


DFT (wB97M-V/def2-TZVPD) results for a structure of composition C44H44FN7O6S4V at a distorted geometry.

Each line ends with the Löwdin charge.
CARTESIAN COORDINATES (ANGSTROEM)
V (-0.36, -0.84, -1.06)  0.708
S (2.34, -3.85, -2.11)  0.024
S (0.90, -5.22, -1.66)  -0.181
S (-0.20, -4.44, -0.08)  -0.086
S (-1.41, -3.01, -0.92)  0.159
C (-3.82, 5.84, -1.82)  -0.041
C (-2.36, 5.70, -2.26)  -0.339
C (-1.49, 6.88, -1.84)  -0.155
C (-1.38, 6.95, -0.32)  -0.161
C (-0.88, 5.63, 0.21)  -0.174
C (-0.18, 5.57, 1.44)  -0.014
C (0.32, 4.36, 1.86)  -0.305
F (0.98, 4.33, 3.05)  0.012
C (0.19, 3.20, 1.14)  0.048
C (-0.50, 3.23, -0.10)  -0.071
C (-0.62, 2.05, -0.87)  -0.273
O (0.10, 0.99, -0.56)  -0.186
C (-1.58, 2.09, -1.97)  -0.046
C (-2.10, 3.27, -2.35)  -0.004
N (-1.77, 4.47, -1.74)  -0.005
C (-1.06, 4.47, -0.53)  -0.085
C (-2.18, 0.86, -2.63)  -0.553
O (-2.89, 1.01, -3.63)  0.004
O (-1.98, -0.29, -2.05)  -0.161
H (-4.23, 6.80, -2.15)  0.075
H (-3.89, 5.76, -0.73)  0.082
H (-4.41, 5.03, -2.25)  0.076
H (-2.34, 5.63, -3.35)  0.138
H (-1.91, 7.81, -2.25)  0.107
H (-0.49, 6.75, -2.26)  0.122
H (-2.36, 7.21, 0.11)  0.105
H (-0.69, 7.74, -0.03)  0.106
H (-0.02, 6.47, 2.03)  0.100
H (0.59, 2.26, 1.50)  0.115
H (-2.81, 3.31, -3.16)  0.129
C (4.15, 0.75, 2.73)  -0.082
C (4.11, -0.73, 3.12)  -0.406
C (2.82, -1.06, 3.86)  -0.069
C (4.29, -1.66, 1.91)  -0.110
N (3.33, -1.42, 0.85)  -0.074
C (2.12, -1.93, 0.68)  -0.161
N (1.51, -1.23, -0.23)  -0.037
N (2.39, -0.29, -0.66)  0.032
N (3.49, -0.37, -0.01)  0.093
H (4.26, 1.37, 3.63)  0.075
H (3.22, 1.05, 2.24)  0.073
H (4.97, 0.97, 2.05)  0.071
H (4.96, -0.93, 3.78)  0.125
H (1.94, -0.98, 3.21)  0.075
H (2.67, -0.37, 4.70)  0.074
H (2.84, -2.08, 4.26)  0.083
H (4.18, -2.70, 2.23)  0.127
H (5.28, -1.53, 1.48)  0.119
H (1.73, -2.80, 1.18)  0.102
C (4.02, -3.20, -7.95)  -0.065
C (3.09, -2.84, -6.81)  -0.275
C (3.44, -1.89, -5.86)  -0.018
C (2.64, -1.61, -4.77)  -0.209
C (3.13, -0.66, -3.72)  -0.043
C (1.43, -2.31, -4.60)  -0.159
C (0.57, -2.25, -3.40)  -0.279
O (0.44, -1.31, -2.61)  -0.199
C (1.02, -3.21, -5.60)  -0.205
C (-0.30, -3.94, -5.51)  -0.036
C (1.86, -3.47, -6.68)  -0.023
H (5.04, -2.90, -7.72)  0.067
H (3.72, -2.70, -8.87)  0.073
H (4.01, -4.27, -8.12)  0.071
H (4.40, -1.38, -5.95)  0.109
H (4.00, -0.11, -4.08)  0.075
H (3.43, -1.24, -2.84)  0.052
H (2.37, 0.04, -3.39)  0.075
H (-0.11, -3.08, -3.27)  0.040
H (-1.11, -3.27, -5.19)  0.090
H (-0.24, -4.76, -4.79)  0.082
H (-0.57, -4.35, -6.48)  0.069
H (1.54, -4.19, -7.43)  0.110
O (-2.86, 1.18, 0.56)  0.089
C (-2.32, 0.37, 1.27)  -0.502
N (-2.60, 0.30, 2.64)  0.141
C (-2.09, -0.93, 3.20)  -0.276
C (-1.12, -1.35, 2.02)  -0.450
O (-0.28, -2.22, 2.19)  -0.007
N (-1.36, -0.58, 0.92)  0.081
C (-1.26, -0.76, 4.47)  -0.153
C (-0.68, -1.88, 5.07)  -0.033
C (0.14, -1.75, 6.17)  -0.097
C (0.39, -0.49, 6.72)  -0.127
C (-0.19, 0.63, 6.13)  -0.097
C (-0.99, 0.50, 5.00)  -0.021
C (-3.19, -1.99, 3.36)  -0.127
C (-3.90, -2.09, 4.56)  -0.041
C (-4.90, -3.04, 4.71)  -0.103
C (-5.22, -3.89, 3.66)  -0.113
C (-4.54, -3.77, 2.45)  -0.070
C (-3.54, -2.82, 2.30)  0.003
H (-3.50, 0.65, 2.92)  0.143
H (-0.86, -2.86, 4.63)  0.122
H (0.60, -2.63, 6.61)  0.096
H (1.02, -0.38, 7.59)  0.090
H (0.01, 1.62, 6.54)  0.095
H (-1.41, 1.38, 4.52)  0.109
H (-3.65, -1.42, 5.38)  0.113
H (-5.44, -3.11, 5.66)  0.090
H (-5.99, -4.65, 3.79)  0.089
H (-4.79, -4.42, 1.62)  0.104
H (-3.02, -2.75, 1.34)  0.070

Properties
Max |F|, eV/Å: 3.888
DFT total energy, eV: -140811.3876
2S+1: 4
⟨S²⟩: 3.796
Net charge: -2
ΔE to the lowest compared entry with this formula, charge and spin, kcal/mol: 21.5


DFT (wB97M-V/def2-TZVPD) results for a structure of composition C16H47O8V at a distorted geometry.

Each line ends with the Löwdin charge.
CARTESIAN COORDINATES (ANGSTROEM)
V (14.84, 17.86, 13.34)  1.143
O (11.37, 16.81, 15.00)  0.276
H (11.24, 15.95, 14.52)  0.124
H (11.64, 16.71, 15.93)  0.177
H (12.01, 17.38, 14.52)  0.148
C (14.14, 19.24, 9.51)  -0.053
C (14.95, 18.12, 10.26)  -0.594
C (15.83, 17.38, 9.22)  -0.053
O (15.58, 18.50, 11.42)  -0.321
H (14.81, 20.00, 9.11)  0.079
H (13.45, 19.79, 10.16)  0.065
H (13.45, 18.82, 8.77)  0.068
H (14.19, 17.36, 10.50)  0.089
H (16.43, 18.16, 8.73)  0.078
H (15.26, 16.93, 8.42)  0.078
H (16.52, 16.66, 9.67)  0.062
C (12.60, 14.66, 11.54)  -0.041
C (13.71, 14.78, 12.58)  -0.586
C (15.04, 14.26, 12.06)  -0.022
O (13.74, 16.02, 13.23)  -0.374
H (12.61, 13.77, 10.92)  0.093
H (12.67, 15.51, 10.86)  0.062
H (11.61, 14.72, 12.00)  0.044
H (13.41, 14.03, 13.33)  0.104
H (14.98, 13.18, 11.97)  0.071
H (15.69, 14.58, 12.88)  0.066
H (15.43, 14.77, 11.18)  0.084
C (18.79, 15.60, 12.88)  -0.085
C (19.64, 16.68, 13.49)  -0.320
O (19.06, 17.98, 13.43)  -0.079
H (17.85, 15.52, 13.44)  0.052
H (19.31, 14.65, 12.94)  0.083
H (18.58, 15.87, 11.85)  0.080
H (20.59, 16.79, 12.95)  0.119
H (19.84, 16.47, 14.54)  0.112
H (18.25, 17.93, 13.94)  0.052
C (8.90, 15.88, 12.88)  -0.068
C (9.19, 14.44, 13.20)  -0.298
O (10.23, 14.34, 14.17)  -0.108
H (8.80, 16.47, 13.79)  0.080
H (7.92, 15.99, 12.41)  0.091
H (9.62, 16.29, 12.16)  0.070
H (9.42, 13.78, 12.35)  0.119
H (8.33, 13.91, 13.62)  0.121
H (10.50, 13.43, 14.33)  0.102
C (13.82, 10.14, 12.34)  -0.090
C (14.09, 9.58, 13.72)  -0.334
O (15.44, 9.23, 13.93)  -0.073
H (13.97, 9.42, 11.54)  0.079
H (14.63, 10.86, 12.16)  0.059
H (12.89, 10.71, 12.27)  0.067
H (13.47, 8.69, 13.90)  0.112
H (13.88, 10.33, 14.49)  0.099
H (15.72, 8.64, 13.22)  0.087
C (12.24, 13.25, 17.35)  -0.079
C (13.30, 13.45, 16.29)  -0.271
O (13.28, 14.88, 16.04)  -0.124
H (11.26, 13.60, 17.01)  0.065
H (12.43, 13.86, 18.23)  0.083
H (11.90, 12.23, 17.56)  0.084
H (13.06, 12.88, 15.38)  0.093
H (14.34, 13.17, 16.46)  0.121
H (13.57, 14.93, 15.11)  0.025
C (10.51, 16.61, 8.82)  -0.090
C (10.35, 16.41, 7.32)  -0.316
O (9.98, 17.64, 6.68)  -0.072
H (10.96, 15.75, 9.30)  0.052
H (9.54, 16.76, 9.30)  0.069
H (11.10, 17.48, 9.12)  0.066
H (9.58, 15.65, 7.18)  0.107
H (11.25, 15.98, 6.86)  0.109
H (10.08, 17.52, 5.73)  0.083

Properties
Max |F|, eV/Å: 4.852
DFT total energy, eV: -59410.1064
2S+1: 4
⟨S²⟩: 3.780
Net charge: +1
ΔE to the lowest compared entry with this formula, charge and spin, kcal/mol: 16.3